(1)
This record from OMol25 describes a structure of composition C25H33BrHfN10PSe. The level of theory is ωB97M-V with the def2-TZVPD basis set.

Summary:
energy relative to the best compared isomer or geometry (same formula, charge and spin)	0.0	kJ/mol
charge	+3
HOMO-LUMO gap	0.2047	Eh
HOMO energy	-16.13	eV

Geometry (Å):
Hf (0.34, -0.16, -0.21)
Br (6.52, -3.98, -1.97)
C (5.17, -2.70, -1.81)
C (3.89, -3.00, -2.27)
C (2.88, -2.06, -2.15)
C (3.17, -0.82, -1.59)
C (4.45, -0.52, -1.14)
C (5.45, -1.47, -1.25)
N (2.13, 0.17, -1.50)
C (2.36, 1.36, -1.93)
C (1.37, 2.42, -1.73)
C (1.53, 3.68, -2.26)
C (0.54, 4.64, -2.04)
C (-0.57, 4.28, -1.28)
C (-0.65, 2.99, -0.78)
N (0.29, 2.07, -0.99)
H (3.69, -3.96, -2.73)
H (1.89, -2.28, -2.53)
H (4.67, 0.44, -0.68)
H (6.45, -1.25, -0.89)
H (3.29, 1.59, -2.46)
H (2.41, 3.92, -2.84)
H (0.64, 5.63, -2.44)
H (-1.36, 4.99, -1.08)
H (-1.51, 2.69, -0.19)
C (-5.34, -0.42, -0.72)
N (-4.60, -1.65, -0.39)
C (-4.47, -2.48, -1.59)
N (-3.81, -1.76, -2.68)
C (-4.56, -0.53, -2.98)
N (-4.70, 0.33, -1.80)
C (-3.45, 0.94, -1.40)
P (-2.24, -0.41, -0.93)
C (-3.34, -1.38, 0.25)
C (-2.42, -1.51, -2.44)
H (-5.43, 0.20, 0.16)
H (-6.34, -0.71, -1.05)
H (-5.46, -2.77, -1.92)
H (-3.90, -3.38, -1.35)
H (-5.56, -0.81, -3.32)
H (-4.07, 0.01, -3.78)
H (-3.63, 1.60, -0.55)
H (-3.04, 1.53, -2.22)
H (-3.49, -0.80, 1.16)
H (-2.83, -2.31, 0.51)
H (-1.88, -2.45, -2.25)
H (-1.97, -1.02, -3.30)
Se (0.33, -5.03, -0.19)
C (0.34, -3.35, -0.15)
N (0.35, -2.13, -0.12)
C (2.28, 0.27, 2.05)
N (0.74, 0.28, 1.90)
C (0.27, 1.65, 2.45)
N (0.71, 1.84, 3.79)
C (2.18, 1.80, 3.85)
N (2.67, 0.49, 3.40)
C (2.11, -0.55, 4.27)
N (0.65, -0.52, 4.22)
C (0.20, -0.79, 2.89)
C (0.17, 0.79, 4.66)
H (2.68, 1.06, 1.41)
H (2.63, -0.71, 1.70)
H (-0.82, 1.66, 2.40)
H (0.69, 2.42, 1.80)
H (2.50, 1.97, 4.87)
H (2.59, 2.59, 3.21)
H (2.44, -0.38, 5.29)
H (2.47, -1.53, 3.94)
H (-0.89, -0.76, 2.83)
H (0.57, -1.75, 2.54)
H (0.50, 0.97, 5.68)
H (-0.92, 0.81, 4.63)

---

(2)
This record from OMol25 describes a structure of composition C25H33FN3O3RuS2. The level of theory is ωB97M-V with the def2-TZVPD basis set.

Summary:
energy relative to the best compared isomer or geometry (same formula, charge and spin)	39.5	kJ/mol
HOMO-LUMO gap (alpha / beta)	0.0898 / 0.1147	Eh
multiplicity	2
HOMO energy (alpha / beta)	-4.41 / -5.09	eV

Geometry (Å):
Ru (-3.02, -2.08, 0.43)
C (-4.87, 1.27, -1.90)
C (-4.62, -0.09, -1.33)
S (-2.92, -0.56, -1.19)
C (-5.56, -0.96, -0.95)
C (-7.03, -0.71, -1.10)
S (-5.12, -2.53, -0.28)
H (-3.93, 1.78, -2.12)
H (-5.43, 1.90, -1.20)
H (-5.44, 1.23, -2.84)
H (-7.24, 0.31, -1.42)
H (-7.55, -0.89, -0.16)
H (-7.47, -1.38, -1.84)
F (3.87, -1.32, 0.12)
C (2.93, -0.41, 0.49)
C (1.65, -0.81, 0.72)
C (0.68, 0.15, 1.03)
C (-0.71, -0.31, 1.21)
O (-0.96, -1.50, 0.99)
C (-1.64, 0.72, 1.63)
C (-1.21, 2.00, 1.69)
N (0.05, 2.43, 1.38)
C (0.34, 3.84, 1.38)
C (0.73, 4.49, 0.08)
C (-0.62, 4.75, 0.69)
C (1.03, 1.50, 1.09)
C (2.36, 1.88, 0.89)
C (3.31, 0.92, 0.58)
N (4.66, 1.35, 0.32)
C (4.92, 1.73, -1.05)
C (6.15, 2.63, -1.10)
N (7.30, 1.88, -0.47)
C (6.98, 1.44, 0.94)
C (5.74, 0.57, 0.88)
C (-3.11, 0.50, 2.01)
O (-3.72, 1.48, 2.43)
O (-3.55, -0.69, 1.93)
H (1.34, -1.85, 0.63)
H (-1.92, 2.76, 1.98)
H (0.81, 4.20, 2.29)
H (0.76, 3.84, -0.79)
H (1.47, 5.27, 0.11)
H (-1.47, 4.29, 0.21)
H (-0.81, 5.71, 1.14)
H (2.66, 2.91, 0.98)
H (4.07, 2.28, -1.45)
H (5.08, 0.85, -1.70)
H (6.00, 3.52, -0.50)
H (6.44, 2.89, -2.11)
H (8.14, 2.45, -0.48)
H (7.49, 1.05, -1.03)
H (6.81, 2.35, 1.52)
H (7.85, 0.91, 1.32)
H (5.48, 0.25, 1.89)
H (5.96, -0.34, 0.30)
C (-1.54, -5.98, -1.25)
C (-2.66, -4.99, -0.93)
C (-3.90, -5.76, -0.47)
C (-2.21, -3.95, 0.09)
H (-1.85, -6.72, -1.99)
H (-1.24, -6.52, -0.34)
H (-0.66, -5.46, -1.63)
H (-2.92, -4.46, -1.86)
H (-3.71, -6.22, 0.51)
H (-4.16, -6.56, -1.17)
H (-4.76, -5.10, -0.37)
H (-1.13, -3.78, -0.02)
H (-2.36, -4.35, 1.12)

---

(3)
This record from OMol25 describes a structure of composition C25H33FN8O4S2Zn. The level of theory is ωB97M-V with the def2-TZVPD basis set.

Summary:
energy relative to the best compared isomer or geometry (same formula, charge and spin)	0.0	kJ/mol
charge	+2
HOMO-LUMO gap	0.2859	Eh
HOMO energy	-12.28	eV

Geometry (Å):
Zn (-0.78, 4.19, -0.31)
C (4.76, -2.20, 0.32)
C (3.99, -1.70, -0.90)
N (2.71, -1.11, -0.53)
C (2.61, 0.25, -0.46)
C (1.54, 0.91, 0.02)
C (1.44, 2.42, -0.12)
O (2.29, 3.14, 0.41)
O (0.50, 2.84, -0.89)
C (0.43, 0.19, 0.63)
O (-0.49, 0.73, 1.23)
C (0.52, -1.27, 0.46)
C (-0.55, -2.06, 0.87)
C (-0.55, -3.40, 0.64)
F (-1.60, -4.15, 1.07)
C (0.51, -4.04, -0.02)
C (1.60, -3.27, -0.37)
C (1.63, -1.88, -0.14)
N (0.47, -5.41, -0.37)
C (1.53, -6.31, 0.03)
C (1.79, -7.32, -1.09)
N (0.51, -8.05, -1.37)
C (-0.58, -7.09, -1.75)
C (-0.78, -6.10, -0.60)
H (5.72, -2.61, 0.03)
H (4.20, -2.96, 0.86)
H (4.94, -1.36, 1.00)
H (3.83, -2.51, -1.62)
H (4.57, -0.94, -1.41)
H (3.46, 0.79, -0.85)
H (-1.38, -1.60, 1.40)
H (2.43, -3.75, -0.86)
H (1.25, -6.85, 0.94)
H (2.44, -5.76, 0.24)
H (2.56, -8.04, -0.80)
H (2.09, -6.81, -2.00)
H (0.23, -8.56, -0.53)
H (0.65, -8.74, -2.11)
H (-1.49, -7.65, -1.96)
H (-0.27, -6.56, -2.65)
H (-1.12, -6.64, 0.29)
H (-1.56, -5.40, -0.89)
C (-1.60, 7.90, -0.52)
C (-2.53, 6.84, -0.05)
N (-2.38, 5.56, -0.25)
C (-3.45, 4.82, 0.20)
C (-4.42, 5.56, 0.79)
S (-4.00, 7.22, 0.76)
C (-3.45, 3.41, -0.13)
C (-4.40, 2.47, 0.11)
S (-3.99, 1.01, -0.68)
C (-2.55, 1.73, -1.30)
N (-2.40, 2.97, -0.91)
C (-1.68, 1.02, -2.26)
H (-0.89, 7.47, -1.23)
H (-1.05, 8.34, 0.31)
H (-2.15, 8.70, -1.01)
H (-5.35, 5.22, 1.21)
H (-5.31, 2.56, 0.69)
H (-1.88, -0.05, -2.27)
H (-0.63, 1.22, -2.02)
H (-1.86, 1.42, -3.27)
N (0.81, 5.63, -0.10)
H (1.11, 6.19, -0.89)
H (1.57, 4.97, 0.11)
H (0.71, 6.24, 0.70)
N (0.63, 3.49, 3.17)
C (-0.65, 3.67, 2.81)
N (-1.58, 3.58, 3.79)
O (-1.01, 3.99, 1.66)
H (0.87, 3.19, 4.10)
H (1.33, 3.41, 2.44)
H (-1.36, 3.26, 4.71)
H (-2.55, 3.64, 3.51)

---

Number 1: calculated total energy -187321.4155 eV. Number 2: calculated total energy -64040.1343 eV. Number 3: calculated total energy -119369.8363 eV.